The following is a DFT calculation (ωB97M-V with the def2-TZVPD basis set) of a 5-piece molecular cluster, C18H33ClF6N6P overall.

Calculated values
gap between HOMO and LUMO = 6.9 eV
E_HOMO = -0.3371 Eh
net charge = +1
largest force on an atom = 1.505 eV Å⁻¹
E_LUMO = -2.23 eV

Positions of all 65 atoms, in Å:
H1 4.177 -1.972 -0.671
H2 -1.897 5.171 -3.386
H3 3.979 2.209 -0.245
H4 0.531 -3.472 6.227
C1 -1.145 4.211 -5.171
H5 7.199 2.064 -1.129
H6 -0.184 4.060 -4.689
C2 6.335 1.969 -1.780
N1 5.403 0.975 -1.254
F1 -2.324 -3.584 -3.799
H7 -0.396 -0.238 6.695
H8 -5.199 1.338 -0.881
F2 -1.691 -1.585 -4.826
C3 5.500 -0.389 -1.429
H9 -2.360 0.476 -1.732
C4 -0.162 -2.688 3.154
H10 -1.426 3.382 -5.820
F3 -3.651 -2.583 -5.370
N2 -3.877 1.800 -2.427
N3 -2.636 3.236 -3.435
H11 -5.931 1.401 -2.460
H12 -4.749 3.457 -3.490
C5 1.856 -4.068 3.770
C6 -1.462 -0.434 6.625
C7 -1.809 -1.865 6.261
C8 -3.894 2.863 -3.218
N4 -0.919 -2.338 5.187
H13 -1.891 0.266 5.899
C9 0.145 -3.118 5.286
P1 -2.970 -2.120 -3.985
H14 -4.833 0.010 -1.990
H15 5.798 2.903 -1.918
C10 -1.148 -2.078 3.841
H16 2.177 -0.680 2.729
H17 -1.964 -0.107 7.537
N5 0.640 -3.328 4.071
H18 -1.097 5.091 -5.812
C11 4.329 1.228 -0.516
C12 -2.587 1.385 -2.272
H19 2.005 -0.905 0.314
H20 3.268 0.708 2.595
C13 -2.237 4.456 -4.138
F4 -2.234 -1.615 -2.634
C14 4.484 -0.943 -0.729
H21 3.841 -0.898 2.215
F5 -4.265 -2.593 -3.136
H22 2.022 0.883 0.611
C15 2.572 -0.050 0.679
H23 2.569 -3.441 3.242
F6 -3.670 -0.629 -4.119
H24 1.621 -4.914 3.126
H25 6.665 1.664 -2.771
N6 3.750 0.083 -0.196
H26 -2.036 -1.534 3.575
H27 0.020 -2.687 2.088
H28 -2.829 -2.019 5.927
C16 -1.798 2.356 -2.781
H29 6.326 -0.765 -2.005
H30 -3.131 4.888 -4.582
H31 -1.592 -2.497 7.123
H32 -0.729 2.431 -2.848
Cl1 -0.680 -1.214 -0.039
C17 -5.043 1.075 -1.930
C18 2.973 -0.236 2.135
H33 2.263 -4.455 4.699

---

The following is a DFT calculation (ωB97M-V with the def2-TZVPD basis set) of a 2-piece molecular cluster, C2H6FNO2S overall.

Calculated values
gap between HOMO and LUMO = 9.2 eV
E_HOMO = -0.3293 Eh
largest force on an atom = 5.333 eV Å⁻¹
E_LUMO = 0.19 eV
energy above the lowest of the compared OMol25 structures with the same formula, charge and spin = 74.31 kcal/mol

Positions of all 13 atoms, in Å:
C1 -0.399 -0.800 -0.082
F1 -0.636 -1.641 0.898
C2 -2.101 0.850 0.202
S1 0.984 0.210 0.256
O1 0.638 1.525 -0.165
O2 1.333 -0.137 1.589
H1 -2.757 0.651 -0.664
N1 2.074 -0.634 -0.711
H2 2.721 -0.218 -1.325
H3 2.761 -1.124 -0.066
H4 -1.463 1.584 0.019
H5 -0.589 -1.055 -1.102
H6 -2.567 0.788 1.151

---

The following is a DFT calculation (ωB97M-V with the def2-TZVPD basis set) of a 2-piece molecular cluster, C9H4INO overall.

Calculated values
SMILES = C#C/C(I)=C/C(=C=O)C#N.C#C
gap between HOMO and LUMO = 8.1 eV
E_HOMO = -0.3280 Eh
largest force on an atom = 4.510 eV Å⁻¹
E_LUMO = -0.84 eV
energy above the lowest of the compared OMol25 structures with the same formula, charge and spin = 18.77 kcal/mol

Positions of all 16 atoms, in Å:
H1 -1.182 -0.047 -1.325
C1 -0.917 1.346 0.198
N1 -3.401 1.760 0.551
C2 1.363 -0.908 -1.762
C3 1.910 -1.694 -2.470
C4 -0.400 0.425 -0.818
C5 0.344 -1.787 1.194
H2 1.271 -2.130 0.768
H3 -1.298 -0.508 2.007
H4 2.275 -2.175 -3.363
C6 -0.537 -1.245 1.790
C7 0.883 0.003 -0.834
C8 -2.310 1.487 0.392
I1 2.355 0.865 0.401
O1 -0.063 2.588 2.138
C9 -0.293 2.021 1.134

---

The following is a DFT calculation (ωB97M-V with the def2-TZVPD basis set) of a single C6H8N2O2 molecule.

Calculated values
SMILES = O=C=NCCCCN=C=O
gap between HOMO and LUMO = 10.9 eV
E_HOMO = -0.3806 Eh
largest force on an atom = 3.136 eV Å⁻¹
E_LUMO = 0.58 eV
energy above the lowest of the compared OMol25 structures with the same formula, charge and spin = 24.54 kcal/mol

Positions of all 18 atoms, in Å:
C1 -0.432 -1.417 0.304
H1 -0.560 -1.646 -1.881
C2 -0.069 -1.001 -1.138
H2 1.433 -1.020 1.259
O1 1.164 -0.346 4.532
C3 0.369 -0.712 1.337
H3 0.244 1.047 -0.803
H4 -0.222 -2.487 0.395
H5 0.995 -1.206 -1.329
C4 -0.398 0.404 -1.460
N1 -0.035 -1.254 2.630
C5 -0.413 1.779 -3.254
H6 -1.497 -1.244 0.519
H7 -1.460 0.737 -1.326
H8 0.276 0.404 1.379
N2 -0.064 0.670 -2.877
C6 0.571 -0.801 3.611
O2 -0.698 2.845 -3.643

---

The following is a DFT calculation (ωB97M-V with the def2-TZVPD basis set) of a 6-piece molecular cluster, C16H22N6 overall.

Calculated values
SMILES = c1cc[nH]c1.c1cc[nH]c1.CC#N.CC#N.CC#N.CC#N
gap between HOMO and LUMO = 8.8 eV
E_HOMO = -0.3105 Eh
largest force on an atom = 0.871 eV Å⁻¹
E_LUMO = 0.37 eV
energy above the lowest of the compared OMol25 structures with the same formula, charge and spin = 77.51 kcal/mol

Positions of all 44 atoms, in Å:
H1 0.769 3.548 0.399
C1 1.267 -5.014 1.503
H2 0.824 -0.409 -1.417
C2 2.587 -3.655 2.719
C3 0.334 2.840 -2.787
H3 -1.661 1.851 0.854
H4 2.072 -5.589 3.540
C4 -1.085 2.573 2.739
N1 1.458 0.745 1.800
C5 -4.443 -2.150 -3.310
C6 0.438 3.422 -0.620
C7 -0.152 -0.347 -0.933
H5 2.969 3.103 3.152
N2 2.277 -3.039 1.539
H6 -4.610 -3.067 -2.758
H7 -3.765 -1.458 -2.810
C8 1.150 2.819 -1.682
H8 4.166 2.353 2.089
H9 3.807 1.616 3.675
N3 -0.472 3.281 3.400
N4 -0.825 3.450 -2.425
H10 0.644 -5.841 1.208
H11 2.558 -2.108 1.290
H12 -2.909 1.763 2.127
H13 -1.655 3.472 -2.990
C9 -3.793 -2.423 -4.596
C10 1.465 -3.865 0.796
C11 1.981 -4.881 2.734
N5 -3.234 -2.601 -5.582
H14 -5.385 -1.643 -3.509
H15 -1.619 4.300 -0.648
H16 1.094 -3.534 -0.159
H17 2.122 2.353 -1.690
H18 -1.545 0.639 2.165
H19 3.188 -3.173 3.472
H20 0.454 2.427 -3.773
C12 -1.143 -0.046 -1.955
C13 -1.848 1.653 1.906
C14 2.330 1.354 2.228
H21 -0.403 -1.295 -0.459
N6 -1.932 0.195 -2.763
C15 -0.791 3.784 -1.101
C16 3.391 2.154 2.826
H22 -0.073 0.443 -0.193

---

The following is a DFT calculation (ωB97M-V with the def2-TZVPD basis set) of a 2-piece molecular cluster, H3N4O2 overall.

Calculated values
gap between HOMO and LUMO = 7.2 eV
E_HOMO = -0.1021 Eh
net charge = -1
largest force on an atom = 3.910 eV Å⁻¹
E_LUMO = 4.42 eV
energy above the lowest of the compared OMol25 structures with the same formula, charge and spin = 34.54 kcal/mol

Positions of all 9 atoms, in Å:
N1 0.196 -0.454 0.481
N2 2.154 0.223 -0.316
N3 1.249 -0.724 -0.106
N4 -0.690 -1.063 1.110
O1 -0.807 1.197 -0.333
H1 2.710 -0.244 -1.009
H2 -1.453 1.799 -0.133
H3 -1.387 0.376 -0.530
O2 -1.972 -1.110 0.836

---

The following is a DFT calculation (ωB97M-V with the def2-TZVPD basis set) of C10H29AgBrN4O4 as an isolated structure.

Calculated values
gap between HOMO and LUMO = 4.0 eV
E_HOMO = -0.0439 Eh
net charge = -1
largest force on an atom = 17.396 eV Å⁻¹
E_LUMO = 2.76 eV
energy above the lowest of the compared OMol25 structures with the same formula, charge and spin = 301.58 kcal/mol

Positions of all 49 atoms, in Å:
C1 13.939 -1.893 -13.809
H1 19.795 -3.117 -9.239
H2 13.334 -0.049 -8.937
O1 16.588 -1.952 -9.354
N1 18.851 -0.824 -9.943
H3 12.364 -0.618 -10.101
H4 17.947 1.998 -8.941
O2 17.938 0.745 -10.635
H5 14.662 -1.383 -10.442
O3 13.656 -1.145 -12.606
H6 12.780 1.038 -10.076
H7 20.315 0.532 -7.731
C2 17.823 2.060 -10.022
H8 14.897 -1.503 -14.155
H9 18.639 0.163 -9.965
O4 20.614 -1.213 -6.794
C3 19.024 -2.757 -8.557
H10 19.376 -3.219 -7.635
H11 19.919 -1.066 -4.726
H12 18.155 -0.866 -8.167
C4 16.268 -1.751 -8.276
H13 16.123 -2.349 -6.422
H14 13.294 -1.621 -14.644
H15 15.647 -0.640 -12.463
C5 14.686 -0.226 -12.158
H16 18.063 -3.164 -8.870
H17 17.331 -3.252 -7.370
H18 15.056 -0.683 -6.979
H19 15.911 1.232 -10.508
H20 15.105 1.095 -9.199
C6 13.226 0.045 -10.018
N2 16.595 -2.566 -7.289
H21 18.625 2.739 -10.315
H22 19.680 -0.988 -10.496
H23 13.953 -2.973 -13.659
H24 15.128 -0.067 -8.631
N3 15.363 -0.763 -7.938
C7 14.547 -0.311 -10.603
H25 19.259 0.192 -5.668
H26 18.778 -1.532 -5.803
H27 14.523 0.796 -12.500
C8 19.615 -0.835 -5.747
N4 15.563 0.515 -9.888
H28 21.203 -0.833 -8.566
H29 16.975 2.630 -10.403
C9 20.347 -0.532 -7.963
C10 19.106 -1.219 -8.566
Ag1 17.122 -0.866 -10.412
Br1 17.516 -1.668 -12.527